No. 1
ORCA calculation (ωB97M-V/def2-TZVPD) on a molecular structure, C52H36BrF4NO3P2SSe2Tl.

## Properties
Spin multiplicity ... 1
Energy above the lowest of the compared OMol25 structures with the same formula, charge and spin ... 54.2 kJ/mol
Strongest force on any atom ... 0.012 Eh/bohr
Kohn-Sham gap ... 7.01 eV
Total charge ... +1

Geometry as XYZ:
```
103
C52H36BrF4NO3P2SSe2Tl (ωB97M-V/def2-TZVPD)
Tl -0.238 -0.185 -0.063
O -4.047 1.740 -0.477
C -3.098 1.031 -0.209
O -1.866 1.377 -0.111
C -3.395 -0.453 0.082
C -4.730 -0.898 0.078
C -4.986 -2.207 0.363
C -3.918 -3.085 0.662
C -4.098 -4.459 0.937
C -3.020 -5.265 1.176
C -1.717 -4.728 1.184
C -1.513 -3.400 0.940
C -2.606 -2.556 0.651
N -2.388 -1.249 0.341
H -5.496 -0.177 -0.166
H -6.000 -2.589 0.358
H -5.103 -4.862 0.945
H -3.161 -6.321 1.363
H -0.875 -5.380 1.381
H -0.517 -2.970 0.942
Se 2.472 -0.879 0.038
P 2.385 0.000 -1.978
Se 0.470 1.019 -2.383
C 3.765 1.164 -2.175
C 5.051 0.719 -1.878
C 6.128 1.565 -2.077
C 5.922 2.849 -2.566
C 4.640 3.293 -2.852
C 3.555 2.451 -2.656
C 2.712 -1.283 -3.227
C 3.204 -2.532 -2.868
C 3.480 -3.472 -3.850
C 3.266 -3.162 -5.185
C 2.771 -1.915 -5.543
C 2.493 -0.972 -4.567
H 5.203 -0.280 -1.484
H 7.131 1.225 -1.855
H 6.765 3.510 -2.719
H 4.482 4.294 -3.230
H 2.549 2.790 -2.864
H 3.373 -2.765 -1.825
H 3.862 -4.444 -3.570
H 3.493 -3.891 -5.951
H 2.604 -1.679 -6.586
H 2.110 0.005 -4.838
F 1.495 3.772 6.531
C 1.128 2.834 5.677
C 0.725 1.593 6.144
F 0.704 1.344 7.444
C 0.346 0.624 5.236
F -0.035 -0.563 5.707
C 0.357 0.854 3.861
P -0.219 -0.517 2.778
C 0.966 -1.814 3.260
C 2.307 -1.424 3.245
C 3.311 -2.349 3.478
C 2.990 -3.672 3.747
C 1.660 -4.063 3.776
C 0.652 -3.147 3.509
C -1.920 -0.661 3.412
C -2.486 -1.748 4.068
C -3.826 -1.714 4.426
C -4.603 -0.603 4.139
C -4.037 0.494 3.503
C -2.704 0.462 3.133
C 0.767 2.110 3.411
Br 0.821 2.531 1.572
C 1.146 3.088 4.316
F 1.538 4.284 3.894
H 2.576 -0.389 3.061
H 4.346 -2.034 3.456
H 3.772 -4.397 3.928
H 1.397 -5.085 4.015
H -0.369 -3.491 3.493
H -1.894 -2.606 4.343
H -4.258 -2.561 4.945
H -5.651 -0.591 4.409
H -4.633 1.370 3.288
H -2.273 1.311 2.611
O -0.210 -2.038 -1.797
S -1.310 -2.966 -2.257
C -0.465 -4.521 -2.565
C -0.996 -5.474 -3.421
C -0.370 -6.706 -3.527
C 0.772 -6.978 -2.784
C 1.288 -6.017 -1.926
C 0.661 -4.786 -1.803
C -1.705 -2.477 -3.929
C -3.026 -2.633 -4.325
C -3.405 -2.208 -5.590
C -2.465 -1.629 -6.431
C -1.150 -1.471 -6.013
C -0.760 -1.890 -4.751
H -1.876 -5.255 -4.014
H -0.775 -7.453 -4.196
H 1.259 -7.940 -2.875
H 2.179 -6.219 -1.346
H 1.046 -4.027 -1.131
H -3.743 -3.076 -3.643
H -4.433 -2.319 -5.908
H -2.762 -1.294 -7.416
H -0.420 -1.015 -6.670
H 0.257 -1.759 -4.402
```

***

No. 2
ORCA calculation (ωB97M-V/def2-TZVPD) on a molecular structure, C52H42ClF3IMoN4O5S3 in a non-equilibrium geometry.

## Properties
Spin multiplicity ... 3
Energy above the lowest of the compared OMol25 structures with the same formula, charge and spin ... 417.8 kJ/mol
Strongest force on any atom ... 0.141 Eh/bohr
Kohn-Sham gap (spin up / spin down) ... 3.42 / 3.87 eV
Total charge ... -1

Geometry as XYZ:
```
112
C52H42ClF3IMoN4O5S3 (ωB97M-V/def2-TZVPD)
Mo -5.320 -0.846 -2.029
O -3.958 7.128 -9.102
C -4.201 6.093 -8.227
C -4.347 -1.788 -9.717
O -5.067 -0.932 -9.279
O -3.709 -2.542 -10.333
C -3.684 5.969 -6.847
C -4.139 6.846 -5.917
C -4.165 6.498 -4.562
C -3.505 5.233 -4.209
C -2.890 4.413 -5.127
C -2.935 4.846 -6.465
C -5.096 5.121 -8.590
C -5.279 5.043 -9.945
C -5.581 3.865 -10.519
C -6.159 2.776 -9.718
C -6.303 3.252 -8.328
C -5.803 4.311 -7.742
H -3.038 7.826 -9.002
H -4.642 7.795 -6.291
H -4.772 7.019 -3.865
H -3.712 4.998 -3.209
H -2.348 3.438 -4.882
H -2.514 4.259 -7.322
H -5.068 5.920 -10.538
H -5.634 3.733 -11.594
H -6.826 2.077 -10.220
H -7.109 2.788 -7.683
H -5.773 4.291 -6.608
N -6.069 -0.944 -3.501
S 1.251 -4.399 3.189
N 1.981 -5.079 4.529
S 3.389 -5.791 4.066
N 3.950 -5.709 2.643
S 1.361 2.455 -0.478
N 0.035 2.829 -1.529
C 2.295 4.122 -0.356
C 3.154 4.391 0.678
C 3.599 5.660 0.947
C 3.034 6.744 0.300
C 2.130 6.485 -0.734
C 1.640 5.196 -0.986
C 2.633 1.476 -1.445
C 3.960 1.966 -1.647
C 4.978 1.103 -2.017
C 4.746 -0.282 -2.094
C 3.433 -0.769 -1.979
C 2.331 0.094 -1.716
C 4.604 -5.062 5.299
C 4.285 -4.675 6.543
C 5.311 -4.152 7.314
C 6.590 -4.059 6.815
C 6.857 -4.270 5.472
C 5.860 -4.748 4.658
C 3.004 -7.433 4.840
C 3.655 -8.659 4.782
C 3.273 -9.713 5.671
C 2.338 -9.581 6.650
C 1.758 -8.341 6.743
C 2.041 -7.365 5.834
C -0.263 -5.339 2.805
C -0.707 -5.061 1.544
C -1.820 -5.659 1.017
C -2.442 -6.652 1.711
C -1.899 -7.038 2.911
C -0.772 -6.455 3.506
C 0.537 -2.859 3.812
C 1.393 -1.949 4.345
C 0.886 -0.706 4.776
C -0.453 -0.381 4.796
C -1.285 -1.323 4.168
C -0.789 -2.525 3.655
H 3.431 3.636 1.368
H 4.256 5.955 1.774
H 3.259 7.779 0.654
H 1.706 7.356 -1.141
H 0.820 5.033 -1.710
H 4.193 3.016 -1.509
H 5.969 1.482 -2.135
H 5.523 -1.001 -2.358
H 3.194 -1.826 -2.226
H 1.293 -0.267 -1.426
H 3.290 -4.654 6.945
H 5.177 -3.798 8.328
H 7.400 -3.767 7.494
H 7.875 -4.120 5.192
H 5.927 -4.871 3.572
H 4.559 -8.819 4.198
H 3.811 -10.602 5.534
H 2.028 -10.453 7.219
H 1.005 -8.131 7.537
H 1.559 -6.398 5.996
H -0.195 -4.373 0.837
H -2.123 -5.349 0.054
H -3.265 -7.213 1.310
H -2.393 -7.954 3.353
H -0.358 -6.873 4.402
H 2.443 -2.153 4.478
H 1.587 -0.034 5.205
H -0.889 0.572 5.144
H -2.347 -1.324 4.129
H -1.436 -3.312 3.322
Cl -6.796 -1.360 0.470
F -2.923 8.196 3.276
C -1.377 7.909 3.531
F -1.034 7.499 2.213
F -1.534 6.803 4.258
C -0.579 9.001 4.428
O 0.092 9.917 4.110
O -1.168 8.786 5.506
H -0.522 3.455 -0.875
I -3.676 -2.717 -2.123
```

***

No. 3
ORCA calculation (ωB97M-V/def2-TZVPD) on a molecular structure, C52H43CdCl5F6N4O6P in a non-equilibrium geometry.

## Properties
Spin multiplicity ... 2
Strongest force on any atom ... 0.031 Eh/bohr
Kohn-Sham gap (spin up / spin down) ... 7.76 / 7.36 eV
Total charge ... -2

Geometry as XYZ:
```
118
C52H43CdCl5F6N4O6P (ωB97M-V/def2-TZVPD)
Cd -0.797 -1.079 1.330
Cl -0.017 -4.325 0.735
C 0.809 -3.697 2.079
C 0.486 -2.416 2.526
C 1.193 -1.975 3.638
Cl 0.778 -0.448 4.307
C 2.214 -2.711 4.236
Cl 3.126 -2.063 5.539
C 2.524 -3.972 3.745
Cl 3.825 -4.870 4.422
C 1.778 -4.490 2.695
Cl 2.078 -6.091 2.162
C 4.113 0.636 -4.664
C 3.954 0.265 -3.189
C 5.340 0.215 -2.513
O 3.131 1.208 -2.520
C 2.207 0.514 -1.692
C 2.659 -0.953 -1.839
O 3.309 -0.977 -3.097
C 1.624 -2.082 -1.512
O 1.011 -1.691 -0.374
C 2.493 -3.330 -1.184
C 2.609 -4.447 -1.998
C 3.400 -5.521 -1.616
C 4.101 -5.486 -0.425
C 4.008 -4.366 0.384
C 3.202 -3.307 0.014
C 0.653 -2.465 -2.622
C -0.651 -2.785 -2.263
C -1.553 -3.258 -3.200
C -1.164 -3.409 -4.520
C 0.123 -3.063 -4.894
C 1.030 -2.602 -3.953
C 0.709 0.865 -1.981
O -0.021 0.071 -1.162
C 0.449 2.348 -1.621
C -0.698 2.953 -2.131
C -1.049 4.247 -1.790
C -0.251 4.981 -0.930
C 0.900 4.398 -0.432
C 1.244 3.098 -0.765
C 0.321 0.717 -3.456
C -0.799 -0.029 -3.796
C -1.227 -0.124 -5.107
C -0.537 0.536 -6.110
C 0.555 1.320 -5.777
C 0.967 1.432 -4.459
H 4.342 1.693 -4.749
H 3.186 0.427 -5.188
H 4.915 0.049 -5.102
H 5.889 1.128 -2.729
H 5.878 -0.650 -2.894
H 5.232 0.121 -1.436
H 2.340 0.785 -0.641
H 3.429 -1.082 -1.061
H 2.090 -4.488 -2.942
H 3.463 -6.396 -2.251
H 4.714 -6.325 -0.124
H 4.557 -4.329 1.316
H 3.096 -2.445 0.658
H -0.961 -2.630 -1.241
H -2.560 -3.505 -2.892
H -1.861 -3.790 -5.259
H 0.430 -3.155 -5.930
H 2.032 -2.346 -4.259
H -1.321 2.407 -2.827
H -1.954 4.685 -2.192
H -0.527 5.990 -0.650
H 1.544 4.950 0.238
H 2.140 2.687 -0.337
H -1.338 -0.531 -3.009
H -2.099 -0.716 -5.347
H -0.862 0.463 -7.141
H 1.085 1.863 -6.551
H 1.781 2.090 -4.200
F -2.750 -2.754 0.466
P -3.678 -3.221 1.752
F -4.569 -1.895 1.569
F -4.577 -3.675 3.021
F -2.778 -4.561 1.906
F -4.668 -4.022 0.740
F -2.655 -2.443 2.762
N -3.048 1.514 -0.400
N -2.495 0.201 -0.311
H -2.861 1.933 -1.317
H -2.584 2.093 0.295
H -1.565 0.148 -0.782
H -3.146 -0.441 -0.755
O 1.546 2.191 2.097
C 0.369 2.075 2.367
N -0.335 3.045 3.084
C -1.652 2.569 3.428
C -1.648 1.220 2.648
O -2.576 0.434 2.630
N -0.475 1.057 2.051
C -1.857 2.360 4.920
C -2.401 1.191 5.435
C -2.597 1.054 6.797
C -2.250 2.078 7.663
C -1.714 3.250 7.156
C -1.522 3.390 5.794
C -2.767 3.446 2.907
C -4.084 3.017 3.043
C -5.121 3.806 2.583
C -4.861 5.029 1.988
C -3.551 5.450 1.832
C -2.508 4.660 2.284
H 0.177 3.675 3.682
H -2.679 0.390 4.767
H -3.025 0.136 7.174
H -2.406 1.968 8.727
H -1.452 4.065 7.821
H -1.127 4.319 5.403
H -4.284 2.051 3.477
H -6.140 3.457 2.685
H -5.678 5.646 1.636
H -3.339 6.397 1.353
H -1.486 4.978 2.142
```

***

No. 4
ORCA calculation (ωB97M-V/def2-TZVPD) on a molecular structure, C52H44AsBrFN8OPSr.

## Properties
Spin multiplicity ... 1
Energy above the lowest of the compared OMol25 structures with the same formula, charge and spin ... 11.3 kJ/mol
Strongest force on any atom ... 0.009 Eh/bohr
Kohn-Sham gap ... 7.67 eV

Geometry as XYZ:
```
110
C52H44AsBrFN8OPSr (ωB97M-V/def2-TZVPD)
Sr 0.042 0.111 0.245
C 4.137 4.361 0.343
N 3.698 2.969 0.331
C 2.804 2.403 -0.469
N 2.662 1.127 -0.164
C 3.516 0.979 0.885
N 4.167 2.070 1.217
C 3.776 5.072 1.620
C 4.702 5.365 2.608
C 4.304 6.061 3.745
C 2.987 6.454 3.907
C 2.052 6.141 2.924
C 2.452 5.456 1.785
C 0.635 6.454 3.093
N 0.046 7.087 4.053
N -1.304 7.053 3.771
C -1.434 6.410 2.657
O -0.241 6.017 2.163
C -2.657 6.048 1.943
C -3.892 6.235 2.560
C -5.048 5.871 1.894
C -4.984 5.346 0.610
C -3.758 5.173 -0.019
C -3.698 4.674 -1.447
N -3.359 3.265 -1.593
C -2.171 2.694 -1.803
N -2.299 1.380 -1.866
C -3.636 1.204 -1.671
N -4.312 2.315 -1.499
C -2.594 5.517 0.658
H 3.619 4.847 -0.483
H 5.209 4.376 0.155
H 2.278 2.932 -1.245
H 3.667 0.042 1.398
H 5.731 5.046 2.496
H 5.030 6.291 4.514
H 2.667 7.003 4.783
H 1.713 5.190 1.040
H -3.924 6.672 3.549
H -6.009 5.996 2.374
H -5.895 5.064 0.096
H -2.955 5.248 -2.000
H -4.666 4.805 -1.924
H -1.254 3.250 -1.903
H -4.115 0.237 -1.669
H -1.626 5.364 0.197
C -0.043 -1.055 4.931
C 1.370 -1.127 5.491
As 1.490 -2.565 6.844
C 0.074 -1.853 7.998
C -1.006 -2.663 8.327
C -2.049 -2.170 9.104
C -2.016 -0.860 9.555
C -0.938 -0.043 9.233
C 0.102 -0.539 8.462
C 2.987 -1.858 7.889
C 3.931 -0.977 7.374
C 4.985 -0.531 8.163
C 5.107 -0.966 9.473
C 4.175 -1.856 9.992
C 3.128 -2.302 9.203
P -0.329 0.200 3.581
C -2.165 0.117 3.640
C -2.817 -0.407 2.528
C -4.182 -0.659 2.539
C -4.922 -0.369 3.672
C -4.288 0.152 4.794
C -2.921 0.376 4.786
C 0.159 1.744 4.426
C -0.705 2.734 4.880
C -0.205 3.855 5.529
C 1.161 4.014 5.706
C 2.035 3.069 5.188
C 1.536 1.949 4.546
H -0.752 -0.841 5.731
H -0.328 -2.016 4.489
H 1.645 -0.185 5.963
H 2.094 -1.344 4.701
H -1.034 -3.685 7.968
H -2.885 -2.811 9.355
H -2.827 -0.474 10.159
H -0.908 0.980 9.587
H 0.944 0.102 8.223
H 3.852 -0.629 6.351
H 5.711 0.159 7.750
H 5.925 -0.615 10.088
H 4.268 -2.203 11.013
H 2.402 -2.994 9.615
H -2.246 -0.657 1.640
H -4.657 -1.093 1.668
H -5.986 -0.564 3.689
H -4.862 0.369 5.686
H -2.440 0.739 5.685
H -1.769 2.650 4.710
H -0.888 4.612 5.892
H 1.543 4.885 6.221
H 3.105 3.212 5.273
H 2.225 1.232 4.113
Br -0.067 2.923 1.004
F -0.280 -6.634 0.107
C -0.198 -5.282 0.192
C 0.549 -4.596 -0.741
C 0.609 -3.207 -0.644
C -0.050 -2.465 0.351
C -0.776 -3.242 1.271
C -0.861 -4.631 1.210
H 1.067 -5.139 -1.522
H 1.214 -2.696 -1.393
H -1.304 -2.763 2.092
H -1.430 -5.203 1.934
```